[1]
C49H126BeN9O15 as an isolated structure in a non-equilibrium geometry. Source: the Open Molecules 2025 dataset; level of theory: ωB97M-V with the def2-TZVPD basis set.

Element x y z (Å)
Be  -0.577  -3.302  -3.863
C  -0.164  0.261  -0.892
C  0.772  -0.964  -1.018
C  0.709  -1.847  0.249
O  0.488  -1.740  -2.137
H  0.278  0.796  -0.052
H  -1.228  0.064  -0.759
H  -0.064  0.944  -1.737
H  1.783  -0.559  -0.979
H  -0.333  -2.086  0.462
H  1.071  -1.382  1.166
H  1.233  -2.800  0.178
C  -2.601  -0.269  -3.605
O  -2.373  -1.613  -3.199
C  -3.361  -2.134  -2.297
C  -2.799  -3.358  -1.622
N  -2.643  -4.422  -2.671
C  -2.171  -5.658  -2.007
C  -0.765  -5.558  -1.287
O  0.220  -5.017  -2.153
C  1.534  -5.354  -1.700
H  -1.804  -0.001  -4.298
H  -2.386  0.359  -2.741
H  -3.571  -0.058  -4.057
H  -4.266  -2.327  -2.873
H  -3.527  -1.314  -1.597
H  -3.531  -3.549  -0.838
H  -1.820  -3.136  -1.196
H  -3.624  -4.580  -2.856
H  -2.200  -6.427  -2.779
H  -2.969  -5.967  -1.333
H  -0.534  -6.570  -0.954
H  -0.749  -4.950  -0.382
H  1.727  -6.426  -1.751
H  1.715  -5.044  -0.671
H  2.221  -4.862  -2.389
C  -0.479  -0.194  3.103
O  -0.707  0.734  4.164
C  0.371  1.423  4.690
C  -0.157  2.676  5.402
N  -0.839  2.348  6.642
C  -1.083  3.420  7.524
C  -2.037  3.093  8.634
O  -3.436  3.496  8.558
C  -4.153  2.933  7.461
H  0.272  -0.919  3.415
H  -0.065  0.391  2.282
H  -1.416  -0.670  2.811
H  1.066  1.551  3.861
H  0.953  0.758  5.329
H  -0.823  3.233  4.743
H  0.716  3.299  5.599
H  -1.685  1.844  6.419
H  -1.236  4.344  6.966
H  -0.165  3.666  8.059
H  -1.711  3.612  9.536
H  -1.957  2.056  8.959
H  -5.160  2.616  7.729
H  -3.843  1.915  7.222
H  -4.111  3.450  6.502
C  2.789  3.158  -1.047
O  2.529  4.542  -1.057
C  3.102  5.234  -2.200
C  3.167  6.753  -1.934
N  4.116  7.032  -0.869
C  4.370  8.405  -0.710
C  3.155  9.191  -0.250
O  2.591  8.796  0.991
C  1.504  9.551  1.447
H  2.315  2.696  -0.181
H  3.850  2.927  -0.954
H  2.496  2.691  -1.987
H  2.509  4.884  -3.045
H  4.113  4.874  -2.392
H  2.218  7.026  -1.472
H  3.396  7.394  -2.786
H  3.855  6.543  -0.025
H  4.730  8.795  -1.662
H  5.109  8.563  0.076
H  2.460  9.271  -1.086
H  3.483  10.203  -0.013
H  0.726  9.760  0.713
H  1.917  10.500  1.789
H  1.009  9.039  2.272
C  -4.537  2.048  3.468
O  -4.865  1.985  2.097
C  -3.923  1.229  1.383
C  -4.341  1.419  -0.086
N  -5.611  0.701  -0.479
C  -6.108  1.034  -1.866
C  -7.530  0.640  -1.969
O  -8.350  1.288  -0.980
C  -8.654  2.648  -1.303
H  -3.646  2.660  3.613
H  -4.291  1.086  3.918
H  -5.313  2.451  4.119
H  -3.977  0.193  1.717
H  -2.905  1.589  1.531
H  -3.547  1.057  -0.740
H  -4.368  2.466  -0.389
H  -6.386  0.827  0.156
H  -5.581  0.373  -2.554
H  -5.969  2.071  -2.172
H  -7.688  -0.435  -1.882
H  -7.886  0.835  -2.981
H  -9.328  3.184  -0.635
H  -8.991  2.792  -2.330
H  -7.745  3.249  -1.267
C  1.222  -3.851  3.245
O  0.992  -5.217  3.728
C  1.146  -6.248  2.773
C  1.042  -7.599  3.494
N  -0.389  -7.791  3.949
C  -0.542  -9.052  4.773
C  -2.021  -9.198  5.225
O  -1.983  -10.496  5.853
C  -3.178  -10.795  6.544
H  2.233  -3.728  2.854
H  0.845  -3.116  3.956
H  0.702  -3.747  2.292
H  2.117  -6.309  2.282
H  0.399  -6.137  1.987
H  1.729  -7.565  4.339
H  1.363  -8.401  2.829
H  -0.633  -6.988  4.511
H  0.117  -9.016  5.641
H  -0.220  -9.954  4.253
H  -2.533  -9.331  4.271
H  -2.390  -8.409  5.879
H  -4.044  -10.781  5.882
H  -3.381  -10.116  7.373
H  -3.076  -11.787  6.986
C  -0.854  4.032  -1.479
C  -2.197  4.569  -1.905
C  -3.040  3.687  -2.850
O  -4.354  4.193  -2.984
C  -4.687  5.046  -4.067
N  -2.961  4.669  -0.666
H  -0.923  3.201  -0.777
H  -0.375  4.856  -0.949
H  -0.274  3.754  -2.359
H  -2.002  5.548  -2.342
H  -3.064  2.662  -2.480
H  -2.490  3.612  -3.788
H  -5.633  5.542  -3.848
H  -4.912  4.429  -4.937
H  -3.943  5.778  -4.380
H  -2.878  3.752  -0.250
H  -3.937  4.634  -0.922
C  4.747  -0.229  -2.280
C  4.403  -1.263  -3.338
C  5.693  -1.888  -3.911
O  6.439  -0.922  -4.711
C  7.706  -1.383  -5.131
N  3.483  -2.244  -2.783
H  5.432  0.501  -2.712
H  5.421  -0.716  -1.575
H  3.845  0.124  -1.781
H  3.996  -0.709  -4.184
H  5.402  -2.650  -4.634
H  6.324  -2.253  -3.100
H  7.754  -2.412  -5.486
H  8.322  -1.458  -4.235
H  8.251  -0.655  -5.732
H  3.184  -2.864  -3.522
H  2.610  -1.846  -2.466
C  6.109  -3.326  -0.039
C  5.054  -3.167  1.057
C  4.656  -1.639  1.285
O  3.688  -1.689  2.291
C  3.333  -0.353  2.648
N  3.872  -3.916  0.634
H  5.723  -3.059  -1.023
H  6.357  -4.388  -0.046
H  7.012  -2.776  0.225
H  5.320  -3.644  2.000
H  4.292  -1.132  0.391
H  5.527  -1.069  1.610
H  2.818  -0.342  3.608
H  2.785  0.119  1.832
H  4.195  0.277  2.867
H  3.001  -3.700  1.098
H  3.699  -3.472  -0.256
C  0.781  0.418  -6.937
C  1.187  0.237  -5.470
C  0.972  1.587  -4.610
O  1.759  2.706  -5.086
C  3.139  2.606  -4.917
N  0.611  -0.934  -4.903
H  -0.280  0.506  -7.172
H  1.002  -0.415  -7.603
H  1.220  1.341  -7.316
H  2.251  0.001  -5.503
H  1.230  1.415  -3.565
H  -0.075  1.890  -4.611
H  3.652  3.481  -5.317
H  3.623  1.755  -5.395
H  3.455  2.460  -3.884
H  1.002  -0.913  -3.972
H  1.059  -1.775  -5.238

Values from the calculation:
Calculated total energy = -97358.2283 eV
Charge = +1
E_HOMO = -9.67 eV
HOMO-LUMO gap = 3.0139 eV
E_LUMO = -6.66 eV



[2]
A 2-piece molecular cluster, CH5ClNP overall in a non-equilibrium geometry. Source: the Open Molecules 2025 dataset; level of theory: ωB97M-V with the def2-TZVPD basis set.

Element x y z (Å)
H  -0.282  -0.608  -2.346
N  -0.125  -0.233  -1.453
P  0.682  -1.129  -0.541
C  0.706  -0.026  0.977
H  1.355  -0.301  1.780
H  -0.185  0.230  1.411
H  1.214  0.831  0.538
Cl  -2.286  0.806  0.114
H  -1.079  0.430  -0.482

Values from the calculation:
SMILES = [H]/N=P/C.Cl
Calculated total energy = -24418.3127 eV
Charge = 0
E_HOMO = -9.85 eV
HOMO-LUMO gap = 9.0847 eV
E_LUMO = -0.76 eV



[3]
C10H21MnN6O4 as an isolated structure in a non-equilibrium geometry. Source: the Open Molecules 2025 dataset; level of theory: ωB97M-V with the def2-TZVPD basis set.

Element x y z (Å)
Mn  2.581  -0.576  -0.109
N  0.428  -0.632  -0.407
C  -0.243  -1.478  0.658
C  -1.579  -2.066  0.106
C  -2.727  -2.281  1.180
C  -3.082  -1.225  2.207
N  -3.650  -0.019  1.555
C  -3.941  1.077  2.256
N  -4.135  2.238  1.584
N  -4.076  1.067  3.564
C  0.787  -2.542  1.203
O  0.387  -3.404  1.961
O  2.017  -2.375  0.821
H  -0.167  0.170  -0.626
H  0.509  -1.170  -1.334
H  -0.631  -0.839  1.494
H  -1.371  -3.079  -0.227
H  -1.963  -1.538  -0.789
H  -2.352  -3.095  1.818
H  -3.623  -2.689  0.686
H  -2.253  -0.817  2.844
H  -3.846  -1.725  2.810
H  -3.361  0.141  0.610
H  -4.101  2.257  0.590
H  -4.319  3.114  2.068
H  -4.019  0.228  4.087
H  -4.244  1.844  4.148
C  3.893  0.833  -3.953
C  3.577  0.733  -2.504
N  3.354  -0.452  -1.897
O  3.111  -1.469  -2.828
C  3.417  1.791  -1.498
C  3.540  3.260  -1.652
N  2.852  1.334  -0.393
O  2.843  1.982  0.690
H  3.932  1.948  -4.212
H  3.141  0.299  -4.576
H  4.896  0.375  -4.097
H  3.787  -2.143  -2.641
H  3.437  3.415  -2.716
H  4.472  3.736  -1.327
H  2.723  3.770  -1.155

Values from the calculation:
Calculated total energy = -59153.4503 eV
Charge = +1
E_HOMO (alpha / beta) = -9.92 / -10.35 eV
HOMO-LUMO gap (alpha / beta) = 6.8769 / 7.3019 eV
E_LUMO (alpha / beta) = -3.04 / -3.05 eV
Multiplicity = 6